A cluster of 14 separate species, C56H154N14O14 in total, computed with wB97M-V/def2-TZVPD.

lowest unoccupied orbital energy: 0.37 eV
strongest force on any atom: 4.08 eV/Å
Kohn-Sham gap: 9.415 eV
M: 1247.93 g mol⁻¹
charge: 0
ΔE to the lowest compared entry with this formula, charge and spin: 872.20 kJ/mol

Geometry as XYZ:
```
238
Properties=species:S:1:pos:R:3:forces:R:3
C 3.525 -4.889 6.620 -0.096 0.761 -0.184
C -11.469 -4.857 -3.413 -1.087 -1.106 -0.413
H -4.128 11.381 -2.919 -0.200 -0.215 -0.107
H 2.982 -14.435 -3.043 -0.637 0.055 0.097
H -7.869 7.418 0.352 -0.467 -0.154 -0.033
C -5.786 8.843 5.903 -0.713 -1.141 0.576
H 2.455 -1.016 -1.529 -0.400 0.384 -0.608
H -2.488 8.387 -6.135 0.213 0.204 -0.203
C 2.213 0.701 -0.162 1.316 -1.676 -0.338
O 0.532 -1.031 -0.559 1.042 -0.099 0.202
O -11.133 -5.198 -2.088 0.002 0.367 0.275
C 1.769 5.926 8.642 0.277 -0.901 -1.212
H -8.341 9.422 -0.853 -0.155 0.109 -0.447
H -5.023 9.938 4.401 0.469 0.342 0.135
H -2.968 -0.874 -8.801 0.173 0.457 0.147
N -6.130 8.051 -0.390 0.173 -0.167 -0.099
H -3.579 -2.459 -9.097 0.019 -0.283 -0.383
C -5.107 7.550 5.470 0.443 -2.120 -0.799
H -10.948 -3.550 0.569 -0.932 -0.075 0.422
H -1.287 -1.754 -10.867 -0.057 0.291 0.184
C 3.907 -9.257 -3.239 -1.029 0.430 1.145
H 3.160 -6.903 6.816 0.293 -0.157 -0.225
O 11.416 -3.917 2.640 -1.110 -1.165 0.675
H 9.597 -2.054 2.156 0.154 -0.157 0.455
H -5.176 9.238 6.714 -0.429 0.303 0.299
O 8.017 10.816 2.004 -0.935 0.412 -0.585
C -7.276 8.481 6.306 0.796 -0.183 0.965
C 9.494 -3.742 0.235 0.064 0.078 -0.486
H 7.023 -3.328 8.886 0.378 0.327 -0.445
H 10.389 -5.654 2.158 0.385 -0.313 -0.224
N 8.826 -2.700 2.250 -1.146 0.290 0.257
C 1.581 7.363 8.886 0.620 2.408 3.235
H 6.339 9.921 2.943 0.650 0.308 0.301
H -5.713 7.349 0.205 0.407 0.048 0.388
H 3.432 -2.785 6.303 -0.099 0.111 -0.247
H -7.918 8.177 5.479 0.398 0.125 -0.423
H 9.338 9.968 0.661 -0.375 -0.469 -0.267
N 1.149 8.139 7.790 0.086 -0.751 -2.299
C 8.726 10.863 0.773 2.184 0.802 -0.039
H -6.024 3.450 0.336 -0.012 0.422 0.314
C -3.012 -11.205 4.655 -1.018 0.528 -1.248
O 2.759 5.825 7.562 -0.421 0.338 1.716
H 3.863 -13.823 -4.350 -0.018 0.620 -0.295
C -5.888 -13.715 -4.703 2.780 -1.913 -2.065
H -8.308 -13.727 -4.235 0.055 -0.108 -0.025
H 8.581 -2.927 3.203 0.154 1.074 0.417
H -6.829 5.985 -2.148 -0.295 0.395 -0.530
H 7.473 -4.843 8.150 -0.141 -0.364 -0.054
H 3.875 -8.696 -2.305 0.361 0.294 -0.114
H 8.737 13.649 -0.186 -0.002 -0.165 -0.169
H -0.335 -0.620 -8.412 -0.324 0.301 -0.147
H -1.976 -10.866 4.655 0.172 0.281 0.151
C -3.392 -10.027 2.229 0.020 -1.452 2.069
C -3.161 6.471 4.414 -1.406 -0.487 0.642
H 3.503 -11.275 -4.723 -0.267 0.502 -0.871
H -10.201 -3.415 -1.643 -0.302 0.320 0.155
H 9.805 -4.614 -0.341 -0.288 -0.146 0.085
H -7.945 -4.900 1.071 -0.400 -0.143 0.196
H 8.675 -3.210 -0.250 -0.469 -0.576 -0.065
O 3.367 -10.521 -2.872 0.321 0.204 -0.497
H 9.026 3.844 -3.092 -0.017 -0.383 0.056
H -6.486 -11.534 -6.240 0.527 0.002 -0.326
H 10.020 14.125 0.930 0.161 0.066 -0.224
H -4.458 -1.531 -5.701 -0.252 0.245 -0.066
H -3.584 -9.332 -4.937 0.056 -0.269 0.150
H 4.182 0.042 -0.028 0.051 -0.084 0.282
H 0.307 7.670 7.487 -1.054 0.356 -0.143
H -2.797 7.652 -4.586 -0.354 0.159 0.131
H 8.180 11.088 -0.143 -0.955 -0.478 0.133
H -0.109 -2.775 -10.413 -0.019 -0.042 0.112
H -9.323 8.017 -1.409 -0.371 0.507 -0.283
H 6.073 5.661 -4.432 -0.044 -0.738 -0.460
C 12.180 -4.480 3.708 0.477 0.963 -0.386
C 1.536 1.639 -1.068 -0.294 0.623 -1.488
H 1.983 -10.307 -4.330 -0.333 -0.386 -0.461
C 3.335 -13.490 -3.457 0.005 0.317 0.452
C -6.635 -12.538 -4.382 -2.172 1.084 1.259
C 2.713 -3.558 6.575 1.110 -0.051 1.170
H 6.192 9.938 1.246 0.246 0.547 -0.502
C -3.299 -12.457 6.627 0.985 0.007 -0.213
N -4.036 -8.970 4.306 0.543 0.381 0.393
H 5.172 7.648 -5.763 -0.496 0.122 0.836
H -3.665 6.369 3.453 0.079 0.178 -0.286
N -8.359 -4.390 0.304 1.166 1.060 -1.090
H 2.396 -1.449 0.121 0.327 0.057 0.419
H 2.069 5.325 9.501 0.344 0.226 0.192
C -3.347 13.414 -5.427 -0.407 -1.801 -0.438
H 4.904 -9.191 -3.675 0.136 -0.701 -0.028
N -3.769 12.191 -3.403 -0.244 -0.237 0.302
H 10.269 -2.996 0.059 0.561 -0.121 0.783
H 1.834 -3.484 5.935 0.246 -0.546 -0.135
H -11.415 -5.377 0.574 -0.989 0.760 0.542
H -1.765 11.009 -5.063 0.268 0.140 0.185
H -10.967 -5.533 -4.105 0.554 0.318 -0.212
H 10.103 5.715 -3.000 0.386 -0.062 -0.048
H -4.834 -13.444 -4.650 0.272 -0.316 0.705
C 8.079 5.496 -3.597 1.223 1.362 -0.925
H 1.568 -12.527 -2.809 -0.221 0.650 0.187
H -0.278 -1.691 -7.080 -0.002 -0.451 0.007
H 4.051 -4.865 5.665 0.389 -0.436 0.047
H 9.623 7.098 -3.914 -0.221 -0.005 -0.183
N -1.088 -2.557 -10.288 -1.103 0.273 -0.455
H -8.051 8.640 -2.487 0.123 0.173 0.128
H 7.753 5.700 -2.577 0.093 1.345 -0.042
C -4.595 -9.588 -5.251 0.285 0.434 0.183
H -4.608 -0.506 -7.177 0.094 0.087 -0.032
C -0.279 -1.682 -8.170 0.107 1.290 0.391
C -2.812 10.808 -5.290 -1.072 2.264 -0.552
H 1.912 0.855 0.875 -0.148 -0.251 0.150
C -8.351 8.508 -1.447 0.510 -1.691 1.052
H -6.460 -12.370 -3.319 0.163 0.607 0.222
H -2.350 13.733 -5.123 -0.133 0.024 0.380
O -6.662 5.318 -0.264 0.176 -0.270 1.152
H 3.203 -8.782 -3.923 0.082 0.309 -0.156
C -10.024 -4.490 -1.629 1.497 0.385 1.722
N 10.776 11.772 -0.380 -1.369 -0.779 0.160
H 11.668 -4.254 4.643 0.058 -0.376 0.232
H -7.710 -4.511 -0.461 0.539 0.235 -0.043
H 13.154 -3.990 3.726 -0.076 0.206 -0.066
N -5.916 9.800 4.851 0.345 0.482 -0.939
H -5.270 -8.934 -4.698 -0.199 0.200 -0.061
H -11.399 -3.813 -3.718 0.526 0.143 0.395
H 3.426 3.904 8.220 -0.005 0.395 0.513
H 9.766 -4.948 3.559 0.042 0.710 0.493
H 7.363 8.862 1.934 0.007 -0.223 0.197
H -2.079 6.498 4.285 -0.149 0.739 0.136
H 0.701 -1.929 -8.578 0.001 -0.590 0.286
H 11.453 12.504 -0.541 -0.036 0.295 0.529
C -2.857 -1.913 -8.490 0.565 -0.458 -1.304
H -5.900 -13.976 -5.762 -0.710 0.053 -0.371
H -1.426 8.692 -4.701 0.262 0.256 -0.264
H 7.397 3.717 -3.071 0.016 -0.550 0.013
H -2.243 -12.675 6.463 0.086 -0.604 -0.410
C 9.113 -3.997 1.695 1.402 0.959 -0.171
H -4.633 -9.350 -6.314 -0.312 -0.157 -0.235
H 6.433 -4.655 9.593 -1.104 -0.884 -0.290
H -4.143 -9.048 5.307 -0.790 -0.306 0.364
H 2.429 -3.270 7.587 -0.353 -0.111 0.174
H -10.407 -4.625 1.883 0.040 -0.190 -0.121
O -3.698 7.552 5.166 0.341 1.579 0.049
H -4.900 -10.738 3.662 -0.026 -0.177 0.006
C 6.939 9.861 2.035 0.506 -0.236 -0.407
H 0.606 -2.543 -1.866 -0.512 -0.423 -0.401
H -12.518 -5.119 -3.549 -0.175 0.050 0.198
H 2.562 7.763 9.145 0.315 -0.004 0.150
N -8.076 -12.810 -4.589 0.072 0.281 -0.329
C -10.719 -4.581 0.840 0.814 -0.138 -1.233
C -7.455 7.506 -0.652 0.138 0.612 -0.403
H -3.958 -13.235 6.243 0.111 -0.086 -0.156
H -6.939 -10.499 -4.936 0.146 0.313 0.267
C -3.908 -10.290 3.713 0.430 0.333 -0.010
C -1.398 -2.425 -8.854 -0.303 -0.792 0.317
H -7.806 9.284 6.819 0.347 0.364 -0.236
C 0.229 -2.390 -0.855 0.179 0.777 -0.750
H -3.323 -12.495 7.716 -0.754 0.915 0.049
H 8.542 13.520 1.560 -0.203 -0.178 0.017
H -4.138 14.089 -5.099 0.354 0.182 -0.085
H 10.047 5.590 -4.763 -0.488 -0.194 -0.091
H 12.397 -5.539 3.572 -0.395 -0.211 0.033
O -3.217 -2.091 -7.143 1.026 0.393 0.135
H -8.393 5.685 -1.269 -0.209 -0.152 -0.494
H -4.758 11.753 -5.150 0.001 0.017 -0.182
O 6.902 7.472 -4.500 -0.251 1.012 -0.695
C 4.576 -5.013 7.769 -0.240 0.938 -1.262
H -5.596 3.895 -1.270 -0.328 -0.334 -0.587
H -3.370 5.549 4.955 -0.009 -0.364 0.099
C 3.152 4.504 7.352 -0.561 -0.835 -1.005
N 8.183 4.061 -3.604 -0.512 -0.799 -0.764
C 2.181 -12.447 -3.706 1.075 -1.242 0.141
H 4.054 -13.153 -2.710 0.053 0.325 -0.131
H -8.670 -12.158 -4.096 0.031 0.192 0.054
C 6.633 -4.300 8.582 1.471 1.756 0.280
H -5.250 -2.184 -7.145 -0.371 0.177 -0.102
N 2.650 -6.050 6.637 -0.442 0.110 0.259
H -3.314 13.349 -6.515 -0.170 0.221 -0.144
H 10.393 11.883 1.678 0.125 -0.041 0.089
H 10.148 11.831 -1.168 0.230 -0.180 -0.740
O -3.547 -11.202 5.996 -0.049 -0.343 -0.502
H -5.585 7.966 -1.237 0.225 0.310 -0.405
C 2.706 -11.058 -4.012 1.306 -0.996 1.070
H 3.984 4.431 6.652 0.017 0.454 0.008
C 7.068 6.055 -4.640 0.068 0.492 0.823
H -2.838 12.308 -3.027 0.272 0.217 -0.114
H -9.151 -4.612 -2.270 0.237 -0.413 -0.331
H 0.711 -3.173 -0.270 0.215 0.334 0.710
H -7.331 7.655 7.014 0.297 -0.178 0.040
N 3.673 0.855 -0.343 -0.372 0.643 0.434
H 7.468 5.836 -5.630 -0.305 -0.325 -0.214
H 3.892 1.620 0.279 0.763 0.114 -0.046
H 1.025 7.396 10.969 -0.324 0.078 0.229
H 0.505 1.300 -1.170 -0.139 0.647 -0.169
H 1.676 2.707 -0.904 -0.484 0.016 0.960
H 6.598 7.843 -6.550 0.724 0.211 -0.117
H 0.486 8.860 10.074 0.410 -0.106 -0.124
H -1.375 -3.481 -8.585 -0.103 -0.003 0.770
C 9.838 12.000 0.748 0.006 -0.364 0.949
H 2.300 4.015 6.880 -0.034 -0.580 -0.116
C -2.448 8.569 -5.061 -0.256 -0.627 0.464
C 1.955 -0.756 -0.595 -1.375 -0.270 1.319
H -3.197 -11.026 1.838 0.002 0.147 -0.625
H 6.103 9.184 -5.511 0.085 -0.279 0.525
H 4.147 -4.928 8.768 -0.408 0.081 0.073
H -4.126 -9.474 1.643 0.059 -0.159 0.184
N 1.499 -12.946 -4.886 -0.372 -0.190 -0.007
H -6.084 -14.660 -4.196 -0.136 0.371 0.521
C 6.150 8.098 -5.590 0.816 -1.563 -0.057
C 9.246 13.381 0.739 -0.240 0.678 0.555
H 2.056 -5.959 7.449 -0.438 0.003 0.107
H 4.958 -6.029 7.674 0.454 -0.119 0.029
O -4.852 -10.928 -4.942 -1.806 -0.881 -0.446
H -5.252 6.731 6.175 -0.145 0.108 0.649
C -9.601 -4.918 -0.152 -1.574 -1.153 -0.074
C -3.739 12.002 -4.853 1.308 0.483 0.569
O -3.261 9.659 -4.684 -0.066 -1.201 0.496
C -6.412 3.952 -0.550 0.215 0.462 0.309
H 0.800 5.529 8.337 -0.178 -0.458 -0.489
H 2.066 1.597 -2.020 -0.294 -0.639 -0.406
H -3.068 -8.680 4.312 0.375 0.901 -0.377
H -2.446 -9.490 2.281 -0.020 0.106 -0.117
H -2.920 10.725 -6.371 0.213 -0.096 -0.425
H 0.701 -12.376 -5.127 -0.204 0.163 0.007
H 8.152 -4.509 1.747 0.268 -0.674 -0.071
C 10.186 -4.675 2.591 -0.094 -0.537 -1.959
H 1.129 -13.831 -4.570 -0.264 -0.352 -0.538
C 9.548 6.011 -3.890 -1.084 0.354 1.346
H -7.320 3.399 -0.788 -0.029 0.081 -0.607
H -9.567 -6.007 -0.163 0.089 -0.423 -0.385
C -6.258 -11.310 -5.198 0.951 0.109 0.499
H -6.420 9.308 4.127 -0.526 0.180 -0.354
H -0.853 -2.479 -0.761 0.133 -0.150 -0.267
H -3.003 -12.183 4.174 -0.127 -0.468 0.436
C -7.380 6.083 -1.213 -0.085 -0.342 0.556
H -0.337 7.348 9.809 -0.235 -0.131 0.270
H 1.758 7.755 7.083 0.508 0.769 -1.053
C -4.465 -1.515 -6.791 0.548 -0.898 0.144
C 0.639 7.782 10.026 0.226 -1.254 0.121
H -5.649 7.182 4.599 -0.135 0.069 -0.571
O 5.622 -4.028 7.642 -1.016 -1.421 0.696
```
Positions in Å, forces in eV/Å.

These are the Mulliken partial charges, in e, on atoms 1 to 6: atom 1 (C): 0.500, atom 2 (C): -0.757, atom 3 (H): 0.252, atom 4 (H): 0.399, atom 5 (H): 0.319, atom 6 (C): 0.307